[1]
C22H24N6Os as an isolated structure. Source: the OMol25 dataset; level of theory: ωB97M-V/def2-TZVPD.

* gap between HOMO and LUMO (alpha / beta): 5.680 / 5.615 eV
* F_max: 2.7 eV/Å
* molar mass: 562.71 g mol⁻¹
* total charge: +4
* LUMO (alpha / beta): -16.253 / -16.309 eV
* DFT total energy: -34569.6136 eV

The geometry in XYZ format:
```
53
Properties=species:S:1:pos:R:3:forces:R:3:mulliken_charge:R:1
Os 0.141126 0.265097 0.078544 -0.7 1.7 2.0 0.918
H -0.361293 2.193867 -2.352445 0.0 0.0 0.1 0.691
N -0.874353 1.576582 1.429721 0.6 -1.6 -1.3 0.205
H 3.551538 2.470191 -3.075720 0.0 0.0 0.0 0.272
H 4.091411 3.569851 -0.832420 0.0 0.0 -0.1 0.415
H -1.944779 2.282557 -4.226609 0.0 0.0 0.0 0.488
H 3.888285 -1.520757 4.219962 0.0 0.0 0.0 0.491
H -0.614407 4.408702 3.195933 0.0 0.0 0.0 0.514
H -3.747319 -1.337447 -2.742444 0.0 0.0 0.0 0.533
C 3.319587 2.831770 -0.986147 0.1 0.0 -0.1 -0.699
C 3.176119 -1.300190 3.432567 0.0 0.0 0.0 -0.336
H 2.377283 2.439390 0.943709 0.1 -0.1 0.0 0.476
N 1.344959 -0.705573 1.445766 -0.8 0.3 -1.0 0.236
H 1.444808 -1.640948 4.670204 0.0 0.0 0.0 0.519
H -1.065859 -0.530344 3.271044 0.0 0.0 0.1 0.363
H -3.203482 0.344956 0.298882 0.0 -0.1 0.0 0.457
C 2.458523 2.267437 -0.115027 0.0 -0.1 -0.2 -0.343
N 3.053347 2.257881 -2.215382 0.2 0.2 0.2 0.012
C -1.044590 3.481053 2.842551 0.0 -0.1 0.0 -0.962
H 4.670495 -1.064524 1.874502 0.0 0.1 0.0 0.504
C -2.268240 3.014370 3.314082 0.0 0.1 0.0 -0.400
C -2.790024 1.822320 2.815975 0.1 0.1 0.0 -1.099
N -1.131173 0.414387 -1.557702 0.2 -0.7 0.3 -0.048
H -3.654171 0.465642 -4.466646 0.0 0.0 0.0 0.494
C -0.545791 -1.412149 2.888305 -0.1 0.1 -0.1 -0.666
C -2.640838 -0.046047 1.151288 -0.4 0.1 0.0 -0.993
C -1.188101 -1.969084 1.635316 -0.1 -0.3 0.3 -1.142
C -2.083479 1.123413 1.863822 -0.1 0.6 0.2 0.749
C 2.069237 1.387617 -2.090817 -0.2 -0.3 0.1 -0.400
H -0.637489 -2.164453 3.671703 0.1 0.0 0.0 0.715
H -2.818277 3.583338 4.054673 0.0 0.0 0.0 0.502
H -3.748394 1.453491 3.160541 0.0 0.0 0.0 0.567
C -2.997641 -0.557777 -2.688405 0.0 0.1 -0.1 -0.863
C -1.105494 1.420732 -2.473608 0.2 0.0 -0.1 -0.081
N 1.651347 1.353459 -0.807487 0.1 0.6 0.4 0.467
C 3.620606 -1.028283 2.133512 -0.1 0.0 0.1 -0.818
H -1.311173 -2.371514 -0.871307 0.0 0.0 0.1 0.430
H -0.494324 -2.649712 1.139993 -0.1 -0.1 0.0 0.465
C -2.023812 -1.589069 -0.593849 0.0 -0.2 -0.3 -1.095
C 1.809095 -1.351830 3.692606 0.2 0.1 -0.1 -0.819
C 2.695345 -0.724655 1.178960 0.2 -0.3 -0.2 -0.197
H -2.990901 -2.077869 -0.457886 0.0 0.0 0.1 0.556
C -2.080925 -0.556432 -1.665793 -0.1 0.2 -0.2 0.906
H 1.689121 0.778373 -2.896589 0.0 0.1 0.0 0.571
C 0.902793 -1.114695 2.682857 0.1 -0.2 0.1 0.687
C -0.367344 2.732607 1.907195 0.3 0.2 0.0 0.207
H -2.070681 -2.550880 1.911024 -0.1 0.1 -0.2 0.489
H 0.587785 3.061515 1.526016 -0.1 0.0 -0.1 0.273
H -3.357474 -0.602476 1.758594 0.1 -0.1 0.1 0.469
C -1.998978 1.467298 -3.516983 -0.1 -0.1 0.0 -0.976
C -2.951274 0.459387 -3.641660 0.0 0.0 0.0 -0.370
H 3.007051 -0.514106 0.167261 -0.1 0.1 0.0 0.502
N -1.561328 -0.918812 0.652021 0.5 -0.4 -0.2 0.163
```
Positions in Å, forces in eV/Å.

***

[2]
C22H24NO4STl as an isolated structure. Source: the OMol25 dataset; level of theory: ωB97M-V/def2-TZVPD.

* gap between HOMO and LUMO (alpha / beta): 4.470 / 3.808 eV
* F_max: 3.8 eV/Å
* energy above the lowest of the compared OMol25 structures with the same formula, charge and spin: 29.6 kcal per mole
* molar mass: 602.89 g mol⁻¹
* total charge: -2
* LUMO (alpha / beta): 4.275 / 4.281 eV
* DFT total energy: -48406.0226 eV

The geometry in XYZ format:
```
53
Properties=species:S:1:pos:R:3:forces:R:3:mulliken_charge:R:1
H 0.508051 -3.684459 -1.576410 0.0 0.3 0.2 0.345
H 0.570442 0.884680 5.870729 -0.1 0.1 0.0 0.486
H 1.718901 0.895600 -2.725700 -0.2 -0.2 0.4 0.338
C 0.168127 -1.789279 -4.659643 0.4 -0.5 0.0 -1.282
C 1.983046 0.772407 -1.676072 0.9 0.3 0.6 -0.118
C -0.563772 1.248274 4.103627 -0.2 0.5 1.1 -0.139
H 0.868777 2.455155 -0.671974 0.1 -0.2 0.0 0.464
O -0.425880 -0.617986 -2.230989 -1.2 0.5 0.3 -0.469
C -0.633331 -3.022602 0.252170 0.7 -0.8 0.3 -0.625
H 3.449255 -0.915695 -1.745555 -0.2 0.0 0.2 0.313
C 0.521797 -3.351531 -0.538631 0.0 -0.3 0.9 -0.481
C 3.072060 0.084355 0.235139 -0.2 0.6 -0.2 -0.528
C -1.731744 -0.157374 -3.982587 0.4 -0.1 0.2 -0.957
O -2.977690 0.773169 1.514490 0.4 1.1 0.4 -0.682
H -0.308053 -2.274196 -5.531708 -0.1 0.1 -0.1 0.288
H -0.053882 0.867546 -6.145684 -0.2 -0.2 0.1 0.357
C 1.541248 1.602424 -0.593872 0.8 -0.3 -0.3 -0.850
H 1.888897 -2.696725 2.460479 -0.2 0.2 -0.2 0.354
H -1.108259 1.322490 -2.483403 -0.3 -0.1 -0.2 0.185
H -2.307335 -1.095298 -4.008030 -0.1 0.3 0.0 0.309
C 2.246040 1.187186 0.583653 0.3 -0.2 -0.7 -0.514
O -1.454049 2.665015 0.988124 -0.5 0.8 -0.1 -0.627
C 2.912940 -0.171737 -1.157156 -0.3 0.9 0.0 -0.610
H 0.232196 1.627513 -4.582507 0.1 0.0 -0.1 0.359
H 1.408253 0.476456 -5.265132 0.0 0.2 0.1 0.366
H 3.746337 -0.441858 0.908410 -0.3 0.0 -0.1 0.312
Tl -0.126163 -0.520493 -0.027898 0.9 -0.7 -1.5 0.466
C -0.175761 -2.726713 1.590321 0.6 -0.7 -0.5 -0.802
H -0.817796 -2.517650 2.442832 0.2 0.1 -0.2 0.538
O 1.196097 -0.250495 3.326412 -1.6 1.2 0.5 -0.654
C -1.495174 0.284088 -2.549879 0.7 -0.6 0.2 -0.390
H 1.244790 -1.753662 -4.878135 -0.1 -0.2 0.2 0.323
C -1.631958 1.912221 3.530649 -0.9 1.0 0.9 0.316
N -0.480714 0.505104 1.906651 -0.8 1.4 2.0 0.051
H 2.692821 -3.449168 0.002879 -0.2 0.2 0.0 0.359
H -2.205910 0.632261 -4.563372 -0.3 0.0 -0.5 0.326
C 0.170681 0.410980 3.125918 0.6 -0.9 -2.1 0.512
C 1.667305 -3.233492 0.295248 -0.9 -0.2 0.2 -0.529
H -0.883415 2.436470 7.275011 0.0 -0.1 -0.3 0.357
C -2.452024 2.767754 4.254760 0.4 -0.2 0.3 -0.661
H -0.005193 -2.429532 -3.787821 0.1 0.0 -0.1 0.154
S -1.781004 1.550029 1.817618 1.9 -3.3 0.4 1.070
C -2.168148 2.951471 5.614354 0.1 -0.2 -0.2 -0.469
C -0.277536 1.427348 5.459284 -0.2 0.0 -0.4 -0.465
H -1.673297 -3.106589 -0.060931 0.3 0.1 0.0 0.525
C -0.306305 -0.427495 -4.387130 -0.9 0.3 -1.5 1.201
H -2.792233 3.620249 6.206219 0.2 -0.1 -0.1 0.349
C -1.084944 2.280456 6.213331 -0.3 0.1 -0.2 -0.474
H 2.209441 1.680964 1.551536 -0.1 -0.3 -0.1 0.476
H -3.276526 3.257878 3.743388 0.1 0.0 0.3 0.422
H -2.401627 0.217382 -1.918341 0.3 -0.1 0.0 0.355
C 1.242102 -2.842811 1.600278 -0.5 -0.5 -0.6 -0.286
C 0.340140 0.679930 -5.124929 0.7 0.4 0.1 -1.661
```
Positions in Å, forces in eV/Å.

***

[3]
C22H25AuO4 as an isolated structure. Source: the OMol25 dataset; level of theory: ωB97M-V/def2-TZVPD.

* gap between HOMO and LUMO (alpha / beta): 6.284 / 4.812 eV
* F_max: 5.1 eV/Å
* energy above the lowest of the compared OMol25 structures with the same formula, charge and spin: 0.0 kcal per mole
* 2S+1: 3
* molar mass: 550.41 g mol⁻¹
* ⟨S²⟩: 2.043
* total charge: -2
* LUMO (alpha / beta): 5.389 / 3.981 eV
* DFT total energy: -35095.3566 eV

The geometry in XYZ format:
```
52
Properties=species:S:1:pos:R:3:forces:R:3:mulliken_charge:R:1
H -2.498512 -0.311363 1.266098 0.5 0.3 -0.2 0.418
C 2.453050 2.047108 0.449805 0.1 -0.5 -1.4 -0.876
H -2.083931 -0.376862 -1.368153 0.2 0.5 0.3 0.143
C 2.493516 0.704186 0.978713 0.6 -0.5 -0.7 -0.651
O -0.068477 -3.275734 2.125645 0.1 1.3 0.1 -0.800
C -1.587469 -0.139333 -4.553704 -2.4 0.1 -0.7 -1.154
C -1.062454 -2.055778 6.030561 0.0 -0.7 -0.6 -0.533
C -1.645848 2.700766 0.007954 -0.2 -0.9 -0.5 -1.006
H -0.039057 -2.334360 -4.645277 -0.2 0.2 0.0 0.440
H 1.606941 -2.219976 -2.363811 1.0 0.1 -0.5 0.306
C -1.672262 1.829847 -1.192377 -0.1 0.5 0.8 -0.549
C -0.901304 -0.712773 6.380725 -0.1 0.0 0.6 -0.219
H 1.524808 -1.574012 -4.545742 -0.1 0.4 -0.1 0.463
C -0.135629 -0.155911 -4.859969 1.0 -2.1 4.6 0.728
H 0.005907 -2.824138 -2.460853 -0.5 0.1 -0.3 0.390
C -0.303874 -1.566669 3.768550 -0.2 0.7 0.3 -0.017
H 0.830967 1.498490 -5.437670 0.4 0.9 -0.4 0.467
C 0.460721 -1.414256 -4.310063 0.7 -0.8 -0.1 -1.482
C -0.469333 0.222217 5.473738 0.2 0.0 -0.9 -0.710
H -2.009658 -0.093600 -5.551693 -1.0 0.0 -0.5 0.409
C -2.159547 0.534131 0.659117 -0.6 0.8 0.4 -0.406
O 0.210384 -1.138819 1.475920 0.0 -0.2 0.8 -0.078
C -0.195367 -0.141499 4.094449 -0.5 -1.0 0.6 0.674
C 0.580273 -1.883158 -2.443928 -1.2 1.2 1.1 -0.750
H 0.278203 1.872079 -3.836654 -0.3 -1.2 -0.2 0.016
H -0.348116 1.276057 5.730323 -0.1 -0.2 0.0 0.329
H -2.103490 2.179102 2.160670 0.2 0.0 0.1 0.351
H 2.803373 2.730493 -1.712056 0.0 -0.3 0.2 0.537
H 2.517338 0.446657 2.038724 -0.3 0.1 -0.4 0.344
H 2.814432 0.064893 -2.288147 -0.2 0.0 -0.1 0.517
C 2.658555 0.500682 -1.318010 -0.1 0.7 1.1 -0.336
C -0.761558 -2.470309 4.717618 0.1 0.7 0.8 -0.576
Au 0.428853 2.166664 -0.504109 0.1 -0.2 0.0 0.573
H 0.202265 -0.236090 1.972064 -0.1 -0.3 -0.2 -0.033
O 0.253799 -1.050236 -1.452368 0.4 -0.5 -2.1 -0.248
C 2.562413 1.915851 -1.024551 0.1 -0.3 0.7 -0.738
H 1.713414 0.854868 -4.092418 -1.1 -0.4 -0.2 0.095
H -1.736053 2.185331 -2.222231 0.1 -0.2 0.4 0.707
H -1.130688 -0.395284 7.412028 0.1 -0.1 -0.5 0.279
H -2.109828 0.707888 -4.033825 1.1 -0.4 -0.1 0.221
H -1.412764 -2.798330 6.746341 0.0 0.2 0.0 0.318
C -1.977658 1.855459 1.141159 -0.2 -0.7 -1.3 -0.419
C -1.970927 0.503244 -0.730431 -0.5 0.1 -0.3 -0.258
H -1.649266 3.790035 -0.021609 -0.2 -0.3 0.1 0.578
H 2.586792 2.968664 1.005093 0.1 -0.2 0.0 0.601
C 0.669372 1.030241 -4.470775 1.3 1.9 -0.6 -0.781
H 2.661866 -1.287159 -0.003794 -0.3 0.2 0.0 0.348
C -0.034171 -2.063384 2.385637 -0.2 -1.0 -0.1 0.567
H -0.877866 -3.503020 4.413444 0.0 0.0 0.0 0.423
H -2.038692 -1.069209 -4.108913 0.9 0.7 -0.2 0.258
C 2.588607 -0.210641 -0.091950 0.7 1.0 0.6 -0.190
O 0.077952 0.716956 3.210717 0.4 0.4 -0.2 -0.692
```
Positions in Å, forces in eV/Å.

***

[4]
C22H25BCuIN5O2 as an isolated structure. Source: the OMol25 dataset; level of theory: ωB97M-V/def2-TZVPD.

* gap between HOMO and LUMO: 5.954 eV
* F_max: 0.5 eV/Å
* energy above the lowest of the compared OMol25 structures with the same formula, charge and spin: 5.3 kcal per mole
* molar mass: 592.74 g mol⁻¹
* total charge: -1
* LUMO: 2.254 eV
* DFT total energy: -88184.4967 eV

The geometry in XYZ format:
```
57
Properties=species:S:1:pos:R:3:forces:R:3:mulliken_charge:R:1
C 4.273132 1.007557 -3.017031 0.0 0.0 -0.2 -0.635
O -1.267626 -0.599149 1.884361 0.0 0.0 0.0 -0.392
C -2.107638 -2.918220 1.974219 -0.1 0.0 0.0 -1.580
H 3.925387 -0.064092 1.900043 0.0 0.0 0.0 0.366
H -3.983181 -6.163113 0.213122 0.0 0.0 0.0 0.427
C 5.064035 2.337472 -1.245379 -0.2 -0.2 0.0 1.293
C 4.333904 1.211771 -1.661981 0.1 0.1 0.1 -0.617
C -2.088032 -1.620175 1.530102 0.1 0.0 0.1 0.966
H -4.934134 -3.381553 -2.135586 0.0 0.0 0.0 0.324
C -5.028072 -4.281448 -0.149196 0.0 0.0 0.0 2.284
C 2.524802 4.180785 0.765042 0.0 0.0 0.0 -0.794
H 5.215186 3.284306 1.956718 -0.1 0.0 0.0 0.397
N 5.335873 2.895089 -0.031638 0.0 -0.1 -0.1 0.783
H -2.241638 4.586714 1.355137 0.0 0.0 0.0 0.373
H 1.149053 -0.050987 1.768668 0.0 0.0 0.0 0.408
H 3.181627 4.760893 1.416815 0.0 0.0 0.0 0.336
H 6.059308 3.665714 -4.225375 0.0 0.0 0.0 0.416
C -3.926772 -2.015734 0.020449 0.0 -0.1 0.0 -0.878
C 2.502632 2.744532 1.139578 0.0 0.1 0.0 1.008
C -3.066482 -3.779943 1.421068 0.0 0.0 0.0 -0.051
C -4.951114 -5.699821 0.413431 0.0 -0.1 0.0 -2.201
N 1.433929 2.000470 1.261852 0.2 0.0 0.1 -0.418
C 5.594814 2.982502 -3.528081 0.0 0.0 0.0 -0.696
H -6.591041 -3.660086 1.228553 0.0 0.0 0.0 0.366
H -7.199272 -4.375116 -0.275825 0.0 0.0 0.0 0.433
N 6.256534 4.235131 -1.436924 0.0 -0.2 0.0 -0.564
C -1.194482 4.341689 1.167086 0.2 0.1 0.1 -0.715
N 3.630077 2.008085 1.382486 0.0 -0.1 0.0 0.285
H 4.803438 1.666247 -5.002102 0.0 0.0 0.0 0.362
Cu -0.819384 2.366543 1.099628 -0.2 0.3 0.0 -0.697
H 3.820089 0.565262 -0.964270 0.0 0.0 0.0 0.375
C 4.991795 2.442451 1.301376 0.1 0.0 -0.1 -0.838
H 1.508853 4.561422 0.834582 0.0 0.0 0.0 -0.095
N 6.047239 4.027108 -0.191741 0.0 0.1 0.0 -0.703
H -1.405965 -3.261299 2.723515 0.0 0.0 0.0 0.388
H -0.608345 5.048538 1.765316 0.0 0.0 0.0 0.316
C -3.972930 -3.352423 0.457250 0.0 0.0 0.0 0.136
C -6.428316 -3.727540 0.151374 0.0 0.0 0.0 -1.603
H -4.608318 -1.641693 -0.732734 0.0 0.0 0.0 0.404
H -5.721183 -6.319613 -0.052053 0.0 0.0 0.0 0.434
C 3.217940 0.712891 1.666153 0.1 0.1 0.1 -0.559
B -1.635719 0.572647 1.112090 -0.2 -0.4 -0.2 0.152
O -2.751326 0.127117 0.292815 0.1 0.0 0.1 -0.388
I -0.945002 5.237253 -0.842597 0.0 0.0 -0.1 -0.245
C -2.985542 -1.174935 0.565147 0.0 0.0 -0.1 0.398
C 1.863608 0.739248 1.604020 -0.1 -0.1 -0.1 -0.575
H -6.557437 -2.728686 -0.265500 0.0 0.0 0.0 0.326
H -3.846736 -4.749775 -1.915000 0.0 0.0 0.0 0.363
H -5.116890 -5.715026 1.492164 0.0 0.0 0.0 0.426
H 2.864380 4.318116 -0.263837 0.0 0.0 0.0 0.154
H -3.086851 -4.804859 1.763997 0.0 0.0 0.0 0.398
H 3.710273 0.164713 -3.396472 0.0 0.0 0.0 0.383
H -5.586551 -5.022729 -2.113470 0.0 0.0 0.0 0.438
C -4.837023 -4.361933 -1.669032 0.0 0.0 0.0 -1.619
C 5.666865 3.205752 -2.146911 0.1 0.3 0.0 0.143
H 5.619324 1.594871 1.580158 0.0 0.0 0.0 0.317
C 4.898892 1.877049 -3.945575 -0.1 -0.1 0.1 -0.514
```
Positions in Å, forces in eV/Å.